7
Properties=species:S:1:pos:R:3:nbo_charge:R:1 method="wB97M-V/def2-TZVPD" orbital_gap_ev="7.7 / 7.9" e_above_lowest_kj_mol=0.0 energy_ev=-32546.83642 multiplicity=4 charge=+1
C -0.2531 -0.2329 -0.1282 0.7724
C -0.7500 0.3912 0.8975 -1.0489
O -0.1768 -0.5821 -1.2904 -0.4687
H -0.0445 0.9211 1.5441 0.3009
H 1.6585 -0.6112 -1.5420 0.5797
V -2.6756 0.4369 1.2328 1.4437
F 2.2415 -0.3231 -0.7138 -0.5792

=====

232
Properties=species:S:1:pos:R:3:lowdin_charge:R:1 method="wB97M-V/def2-TZVPD" orbital_gap_ev="5.2 / 2.2" energy_ev=-143779.94514 multiplicity=2 charge=+1
Hg -1.6790 -3.2605 -1.1433 1.3635
O -4.8877 -6.1145 6.4888 0.0918
C -5.0095 -5.2625 5.5610 -0.3536
O -5.1186 -5.4122 4.2726 0.2270
B -5.0872 -4.0496 3.6320 -0.8269
O -5.2338 -3.0900 4.7428 0.2157
C -5.2044 -3.7540 5.8808 -0.3319
O -5.2500 -3.2386 7.0356 0.0902
O -6.0811 -3.9402 2.5348 0.2134
C -5.4534 -3.6143 1.3452 -0.2707
O -5.9843 -3.5381 0.2279 0.1108
C -3.9036 -3.4708 1.6415 -0.2663
O -3.7877 -3.7611 2.9631 0.2164
O -3.0074 -3.2959 0.8130 0.0071
C 0.9990 0.0761 -0.6065 -0.5724
F 1.6808 0.7227 -1.6097 0.1135
F 1.6620 -1.0173 -0.2961 0.1013
F 0.9912 0.8495 0.5016 0.1273
S -0.7337 -0.5165 -1.1075 0.5255
O -1.5252 0.5723 -1.6000 -0.2499
O -0.5195 -1.5383 -2.1360 -0.3779
O -1.2837 -1.3468 -0.0240 -0.3772
C -6.3549 2.7509 0.8262 -0.0248
C -4.8717 3.0489 0.9951 -0.4867
C -4.6297 4.1229 2.0892 -0.1395
C -4.6692 3.5766 3.5313 -0.1464
C -3.6430 2.4044 3.6000 -0.1190
C -4.0165 1.2530 2.6133 -0.4677
N -4.1059 1.8049 1.2783 -0.1168
O -4.2077 0.8460 0.2248 -0.0223
C -2.6653 0.3334 2.5315 -0.0094
C -5.2543 0.4493 3.0192 0.0018
C -4.2117 3.6386 -0.2581 -0.0423
H -6.8497 3.6500 0.4590 0.0881
H -6.8871 2.4291 1.7214 0.0682
H -6.4725 1.8919 0.1655 0.0828
H -3.7720 4.7296 1.7984 0.0826
H -5.4787 4.8060 2.1130 0.1159
H -5.7177 3.3894 3.7632 0.1126
H -4.1833 4.3459 4.1314 0.1067
H -3.7010 2.0834 4.6401 0.1169
H -2.6159 2.7324 3.4399 0.0995
H -2.9607 -0.4961 1.8889 0.0494
H -1.7309 0.8707 2.3694 0.0677
H -2.6771 -0.1403 3.5131 0.0710
H -5.0045 -0.0336 3.9640 0.0888
H -6.1078 1.1236 3.0888 0.0692
H -5.4496 -0.3363 2.2893 0.0830
H -4.4647 3.1500 -1.1991 0.0742
H -3.1548 3.3968 -0.1461 0.0731
H -4.3879 4.6902 -0.4844 0.0857
H -3.3835 0.8284 -0.2671 0.0521
C 7.0823 -0.7732 -2.2558 -0.0057
C 6.8368 -1.1858 -0.8320 -0.5110
C 7.9902 -0.7558 0.0209 -0.1133
C 7.9843 0.7683 0.4306 -0.1298
C 6.7147 1.0123 1.2604 -0.1383
C 5.4464 0.6283 0.4866 -0.4117
N 5.5679 -0.6643 -0.2480 0.1687
O 4.4206 -1.1076 -0.9797 0.0833
C 4.3250 0.5614 1.5017 -0.0199
C 5.2156 1.8155 -0.5564 0.0345
C 6.8568 -2.6846 -0.9274 -0.0175
H 8.0626 -1.0684 -2.6300 0.1186
H 7.1884 0.3100 -2.3149 0.0885
H 6.2460 -1.0607 -2.8931 0.1041
H 8.0392 -1.2494 0.9915 0.1321
H 8.9300 -1.0855 -0.4220 0.1363
H 8.0405 1.4704 -0.4012 0.1040
H 8.7909 1.0050 1.1245 0.1238
H 6.7477 2.0851 1.4504 0.1348
H 6.7878 0.6685 2.2922 0.1352
H 3.2837 0.4638 1.1948 0.0709
H 4.4815 -0.2606 2.2001 0.0941
H 4.2513 1.4719 2.0964 0.0918
H 4.9304 2.6723 0.0540 0.0915
H 6.1356 2.1671 -1.0234 0.0830
H 4.4504 1.6729 -1.3194 0.0833
H 7.8333 -2.8597 -1.3791 0.1030
H 6.1457 -3.1678 -1.5975 0.0944
H 6.9003 -3.1695 0.0478 0.1048
H 4.1205 -0.4297 -1.5895 0.1115
C -3.5745 -5.5814 -4.7106 -0.0131
C -2.6764 -4.4615 -4.1485 -0.4518
C -2.2518 -3.4325 -5.3126 -0.1001
C -3.4566 -2.7022 -5.9133 -0.1529
C -4.2294 -1.9465 -4.8244 -0.1219
C -4.4149 -2.6508 -3.4242 -0.4258
N -3.3458 -3.6269 -3.1111 -0.1313
O -3.6893 -4.2338 -1.9298 -0.0825
C -4.3218 -1.4214 -2.4298 -0.0124
C -5.8116 -3.2433 -3.4157 -0.0140
C -1.3701 -4.9716 -3.6011 -0.0718
H -3.0637 -6.3523 -5.2876 0.0899
H -4.3912 -5.3420 -5.3916 0.0754
H -4.0613 -6.1515 -3.9193 0.0841
H -1.5031 -2.8123 -4.8196 0.0916
H -1.6905 -3.8526 -6.1472 0.1242
H -4.1618 -3.4353 -6.3050 0.1001
H -3.2527 -1.9453 -6.6707 0.1071
H -5.1975 -1.6681 -5.2409 0.1207
H -3.8108 -0.9543 -4.6559 0.0834
H -3.4924 -0.7144 -2.4514 0.0540
H -5.1894 -0.7694 -2.5305 0.1029
H -4.2775 -1.7684 -1.3975 0.0618
H -5.9110 -3.8451 -2.5123 0.0717
H -6.6980 -2.6191 -3.5288 0.1081
H -5.9644 -3.8519 -4.3069 0.0860
H -1.4213 -5.4761 -2.6362 0.0686
H -0.6485 -4.1583 -3.5247 0.0634
H -0.9576 -5.7311 -4.2653 0.1101
H -4.4983 -4.7071 -2.1373 0.0942
C 1.7007 2.1838 3.9105 -0.0317
C 1.5349 1.1930 5.0463 -0.5046
C 1.9712 -0.1603 4.5057 -0.1439
C 2.2101 -1.2312 5.5756 -0.1716
C 3.3158 -0.6967 6.5385 -0.1292
C 2.9102 0.6259 7.1831 -0.4905
N 2.4096 1.6004 6.1860 -0.1077
O 2.0112 2.7787 6.7355 0.0112
C 2.0809 0.3461 8.3957 -0.0403
C 4.2515 1.1859 7.7981 -0.0465
C 0.0983 1.1155 5.4375 -0.0212
H 2.6759 2.1770 3.4235 0.0568
H 1.5990 3.2250 4.2163 0.0775
H 1.0606 1.8796 3.0823 0.0811
H 1.1749 -0.6002 3.9053 0.1183
H 2.9368 -0.1380 4.0005 0.0965
H 2.4657 -2.2313 5.2255 0.0939
H 1.2856 -1.4192 6.1216 0.1095
H 4.1372 -0.4834 5.8545 0.1129
H 3.4500 -1.5472 7.2069 0.1228
H 1.0414 0.1673 8.1208 0.0764
H 2.3526 -0.6445 8.7606 0.0878
H 2.0649 1.0190 9.2530 0.0917
H 4.1103 1.9700 8.5420 0.0732
H 4.8832 0.5098 8.3743 0.0830
H 4.9368 1.6047 7.0611 0.0735
H -0.0106 0.3790 6.2336 0.0821
H -0.6525 0.8783 4.6837 0.0705
H -0.3006 2.0825 5.7438 0.0953
H 2.6673 3.4511 6.5384 0.1130
C -0.4257 -0.6874 -8.0515 -0.0242
C -0.3057 0.6550 -7.2826 -0.4955
C -0.5093 1.7841 -8.3653 -0.1428
C -0.6917 3.1516 -7.7592 -0.1707
C -1.9174 3.1623 -6.7783 -0.1238
C -1.7495 2.1130 -5.6156 -0.4651
N -1.3284 0.7898 -6.2325 -0.0546
O -1.2574 -0.2829 -5.2262 -0.0328
C -0.8408 2.6790 -4.5780 -0.0443
C -3.2126 2.0085 -5.0157 -0.0244
C 1.1009 0.8489 -6.6620 -0.0328
H -0.0173 -1.4659 -7.4072 0.0715
H 0.1552 -0.6998 -8.9737 0.0858
H -1.4916 -0.8219 -8.2360 0.0826
H 0.4210 1.8571 -8.9285 0.1142
H -1.2517 1.4552 -9.0925 0.1203
H -0.9998 3.8465 -8.5404 0.1118
H 0.2036 3.4739 -7.2275 0.0990
H -2.8435 2.9988 -7.3293 0.1146
H -2.0781 4.1672 -6.3877 0.1156
H -1.5166 3.1343 -3.8541 0.0807
H -0.4103 1.9054 -3.9420 0.0675
H -0.1123 3.4309 -4.8813 0.0861
H -3.1183 1.5501 -4.0312 0.0638
H -3.5093 3.0477 -4.8734 0.0787
H -3.9915 1.5618 -5.6336 0.0849
H 1.2179 0.1037 -5.8752 0.0674
H 1.3525 1.8278 -6.2537 0.0708
H 1.8558 0.6929 -7.4326 0.0848
H -0.4328 -0.1148 -4.7642 0.0505
C 0.1043 -3.6386 2.2822 -0.0284
C 1.4035 -4.2288 1.6446 -0.3808
C 1.7189 -5.5848 2.4563 -0.1125
C 2.7480 -6.4197 1.7253 -0.1839
C 2.2824 -6.5912 0.2662 -0.1409
C 2.1015 -5.3151 -0.5780 -0.4893
N 1.1428 -4.5075 0.1954 -0.1108
O 0.7250 -3.4165 -0.5069 -0.0883
C 3.5323 -4.6923 -0.8514 -0.0050
C 1.4506 -5.7913 -1.8638 -0.0350
C 2.5287 -3.1593 2.0237 -0.0141
H -0.7830 -4.2707 2.3191 0.0845
H -0.0549 -2.6269 1.9092 0.0657
H 0.1737 -3.5311 3.3647 0.0888
H 2.0091 -5.3353 3.4770 0.1170
H 0.8735 -6.2597 2.5901 0.1216
H 3.0430 -7.3805 2.1471 0.1183
H 3.7121 -5.9121 1.6954 0.0921
H 1.3285 -7.1183 0.2515 0.1223
H 3.0609 -7.2088 -0.1816 0.1249
H 4.2997 -4.9831 -0.1340 0.0695
H 3.8691 -5.1320 -1.7902 0.0826
H 3.4392 -3.6065 -0.8686 0.0538
H 0.5440 -6.3446 -1.6185 0.0851
H 1.1886 -4.9075 -2.4454 0.0695
H 2.1494 -6.4443 -2.3866 0.0984
H 2.6278 -2.9876 3.0955 0.0668
H 2.2027 -2.1709 1.6998 0.0521
H 3.5219 -3.3655 1.6250 0.0671
H 1.5117 -2.8848 -0.3658 0.0695
C 2.0339 4.0816 0.4366 -0.0246
C 1.9181 5.6409 0.3436 -0.4810
C 1.2596 5.9279 -1.0766 -0.1617
C -0.1592 5.6539 -1.1369 -0.2342
C -0.8380 6.4408 -0.0761 -0.1230
C -0.2890 6.2731 1.3885 -0.4523
N 1.2005 6.2286 1.4631 -0.0980
O 1.7698 6.0075 2.7538 0.0114
C -0.7789 7.4868 2.1764 -0.0395
C -0.9288 4.9986 1.9675 -0.0231
C 3.2951 6.2765 0.2596 -0.0393
H 2.8032 3.7513 -0.2613 0.0562
H 1.1714 3.4804 0.1489 0.0608
H 2.3901 3.6916 1.3900 0.0610
H 1.4283 6.9767 -1.3209 0.1277
H 1.7864 5.4081 -1.8768 0.1205
H -0.3737 4.5855 -1.1119 0.1104
H -0.4531 6.0530 -2.1077 0.1265
H -1.8372 6.0315 -0.2245 0.1131
H -0.9792 7.4997 -0.2928 0.1248
H -0.6519 7.4110 3.2563 0.0820
H -0.2831 8.3999 1.8469 0.0911
H -1.8672 7.5457 2.1592 0.0864
H -1.0044 4.2071 1.2220 0.0771
H -0.3678 4.6116 2.8181 0.0648
H -1.8962 5.1077 2.4578 0.0674
H 3.7092 5.9815 -0.7045 0.0796
H 3.8869 5.9800 1.1256 0.0813
H 3.1037 7.3494 0.2784 0.0940
H 1.3998 5.1695 3.0410 0.0453

=====

155
Properties=species:S:1:pos:R:3:lowdin_charge:R:1 method="wB97M-V/def2-TZVPD" orbital_gap_ev=7.4 e_above_lowest_kj_mol=0.0 energy_ev=-183824.51311
Ba 0.1187 0.1742 -0.6091 1.9953
F -0.2782 -1.8219 0.2477 -0.7338
Ge -0.0237 -3.3670 1.2258 0.9677
C -1.1430 -3.3430 2.8039 -0.2589
C -0.8463 -4.4254 3.6550 -0.1201
C -1.6525 -4.7262 4.7404 -0.0667
C -2.7850 -3.9571 4.9847 -0.0631
C -3.0704 -2.8743 4.1700 -0.0805
C -2.2519 -2.5319 3.0876 -0.3544
P -2.5358 -0.9643 2.1444 1.1095
C -2.1604 0.2274 3.4968 -0.3579
C -2.9822 0.5610 4.5731 -0.0898
C -2.5430 1.4587 5.5429 -0.0657
C -1.2731 2.0253 5.4579 -0.0630
C -0.4377 1.6910 4.4010 -0.0709
C -0.8863 0.8011 3.4286 -0.1335
C -4.3708 -1.0663 2.0144 -0.3772
C -4.9113 -2.2440 1.4817 -0.1173
C -6.2738 -2.3583 1.2340 -0.0892
C -7.1247 -1.2897 1.5046 -0.0919
C -6.6017 -0.1096 2.0183 -0.0768
C -5.2330 0.0045 2.2660 -0.1062
C -0.8326 -4.6481 -0.0092 -0.2449
C -1.2547 -5.8140 0.6544 -0.1286
C -1.6448 -6.9506 -0.0369 -0.0694
C -1.6018 -6.9526 -1.4249 -0.0661
C -1.2313 -5.7994 -2.1010 -0.0928
C -0.8682 -4.6327 -1.4170 -0.3443
P -0.6706 -3.0430 -2.3484 1.1041
C -2.4837 -2.7743 -2.6056 -0.3507
C -3.1166 -1.8283 -1.7973 -0.1209
C -4.4906 -1.6056 -1.8873 -0.0880
C -5.2519 -2.3369 -2.7847 -0.0734
C -4.6373 -3.2953 -3.5881 -0.0675
C -3.2673 -3.5104 -3.4987 -0.0913
C -0.0708 -3.5891 -3.9938 -0.4051
C 1.0689 -4.3995 -4.0429 -0.1165
C 1.6837 -4.6955 -5.2528 -0.0770
C 1.1793 -4.1718 -6.4387 -0.0855
C 0.0614 -3.3517 -6.4040 -0.0750
C -0.5571 -3.0571 -5.1900 -0.1073
C 1.6655 -4.2012 1.7707 -0.2951
C 1.7210 -5.6094 1.7934 -0.1065
C 2.8015 -6.2467 2.3887 -0.0704
C 3.8250 -5.4950 2.9678 -0.0656
C 3.7898 -4.1106 2.9139 -0.0600
C 2.7172 -3.4526 2.3053 -0.3921
P 2.5383 -1.6663 1.9836 1.1134
C 3.0901 -1.0142 3.6020 -0.3433
C 2.0728 -0.8539 4.5463 -0.0985
C 2.3525 -0.4012 5.8318 -0.0763
C 3.6619 -0.1069 6.1878 -0.0792
C 4.6844 -0.2872 5.2624 -0.0720
C 4.4025 -0.7426 3.9798 -0.0954
C 3.9988 -1.4884 0.8610 -0.3250
C 4.7342 -0.2991 0.8081 -0.1059
C 5.8098 -0.1676 -0.0654 -0.0740
C 6.1617 -1.2122 -0.9133 -0.0883
C 5.4225 -2.3891 -0.8901 -0.0945
C 4.3494 -2.5236 -0.0134 -0.1072
H 0.0331 -5.0346 3.4733 0.0866
H -1.4038 -5.5631 5.3858 0.1083
H -3.4370 -4.1940 5.8193 0.1078
H -3.9573 -2.2813 4.3732 0.1057
H -3.9766 0.1355 4.6605 0.0955
H -3.1969 1.7176 6.3697 0.1053
H -0.9378 2.7314 6.2129 0.1111
H 0.5563 2.1270 4.3308 0.1070
H -0.2360 0.5496 2.5927 0.0792
H -4.2552 -3.0820 1.2578 0.1083
H -6.6707 -3.2780 0.8154 0.1053
H -8.1913 -1.3776 1.3137 0.1019
H -7.2571 0.7318 2.2262 0.1064
H -4.8383 0.9388 2.6561 0.0990
H -1.2867 -5.8331 1.7398 0.0870
H -1.9708 -7.8333 0.5065 0.1095
H -1.8756 -7.8429 -1.9810 0.1072
H -1.2220 -5.8079 -3.1852 0.1000
H -2.5445 -1.2475 -1.0844 0.0495
H -4.9672 -0.8678 -1.2451 0.0975
H -6.3219 -2.1650 -2.8580 0.1074
H -5.2293 -3.8826 -4.2837 0.1061
H -2.8086 -4.2623 -4.1335 0.1013
H 1.4757 -4.8092 -3.1196 0.1111
H 2.5616 -5.3330 -5.2702 0.1057
H 1.6598 -4.3988 -7.3831 0.1035
H -0.3368 -2.9376 -7.3237 0.1058
H -1.4325 -2.4202 -5.1827 0.0891
H 0.9333 -6.2037 1.3434 0.0853
H 2.8436 -7.3318 2.4098 0.1057
H 4.6572 -5.9983 3.4515 0.1068
H 4.5988 -3.5291 3.3493 0.1111
H 1.0473 -1.0844 4.2714 0.0892
H 1.5455 -0.2720 6.5470 0.1053
H 3.8870 0.2670 7.1817 0.1033
H 5.7091 -0.0607 5.5361 0.1052
H 5.2154 -0.8714 3.2774 0.1005
H 4.4651 0.5290 1.4596 0.0921
H 6.3770 0.7591 -0.0786 0.1101
H 7.0030 -1.1073 -1.5916 0.1020
H 5.6791 -3.2072 -1.5557 0.1042
H 3.7827 -3.4488 -0.0163 0.1030
O 1.7001 4.5680 3.4622 0.1418
C 1.8351 3.9095 2.4767 -0.2625
C 1.1405 4.1132 1.1425 -0.2716
O 0.6991 5.1529 0.7160 0.0620
C 1.0471 2.7778 0.5387 -0.3484
C 1.8342 1.8600 1.2763 -0.3220
O 1.8252 0.5981 1.0265 -0.3921
C 2.5955 2.5954 2.3238 -0.2807
O 3.5918 2.2647 2.9038 0.1175
O 0.3298 2.4361 -0.4752 -0.3849
C 2.8055 1.2376 -2.1461 -0.0854
N 1.8550 0.2015 -2.5974 -0.4119
C 2.6031 -1.0383 -2.8409 -0.0812
C 1.1825 0.6158 -3.8424 -0.1876
C 0.1558 1.7412 -3.6591 -0.2051
N -1.1074 1.3187 -3.0395 -0.3205
C -1.9258 0.5650 -3.9976 -0.0844
C -1.8604 2.5266 -2.6428 -0.0899
H 3.5570 1.4510 -2.9213 0.1024
H 3.3204 0.8962 -1.2425 0.0763
H 2.2855 2.1682 -1.9048 0.0758
H 3.3885 -0.8915 -3.5990 0.1034
H 1.9336 -1.8224 -3.1887 0.0505
H 3.0827 -1.3704 -1.9178 0.0682
H 0.6922 -0.2632 -4.2660 0.1024
H 1.9287 0.9547 -4.5742 0.1289
H -0.0423 2.1881 -4.6437 0.1273
H 0.5844 2.5250 -3.0281 0.1076
H -2.1545 1.1708 -4.8905 0.0984
H -2.8645 0.2653 -3.5324 0.0760
H -1.4127 -0.3440 -4.3195 0.0579
H -1.9948 3.2146 -3.4954 0.0995
H -1.3255 3.0546 -1.8485 0.0736
H -2.8441 2.2413 -2.2764 0.0638
O 0.0357 7.5183 1.7888 -0.0434
C -0.7970 6.8323 2.7138 -0.2081
N -1.4410 5.6884 2.0806 0.1120
C -2.7205 5.3110 2.2801 -0.4451
O -3.5300 5.8797 3.0070 0.0529
C -3.0918 4.0705 1.5183 -0.0976
C -4.2551 4.0077 0.7647 0.0165
C -4.5104 2.8616 0.0288 -0.0484
C -3.5953 1.8176 0.0926 -0.1874
N -2.4996 1.8495 0.8516 0.0606
C -2.2689 2.9691 1.5463 -0.0734
H 0.6676 6.8891 1.4351 0.0434
H -1.5711 7.5027 3.0449 0.1199
H -0.2254 6.4899 3.5662 0.1148
H -0.8620 5.1685 1.4388 0.0812
H -4.9390 4.8529 0.7656 0.1292
H -5.3993 2.7727 -0.5897 0.1112
H -3.7552 0.9040 -0.4860 0.0915
H -1.3732 2.9812 2.1640 0.1135